No. 1
18
Properties=species:S:1:pos:R:3:forces:R:3 method="wB97M-V/def2-TZVPD" e_tot_ha=-327.0854 homo_lumo_gap_ev=10.230 total_charge=0 relative_energy_kj_mol=120.7 e_lumo_ev=0.89 homo_ev=-9.342
C 1.481 -1.028 -0.495 -0.06 0.20 -0.14
C 0.098 -0.799 0.113 -0.22 0.47 -0.29
C 0.115 -1.004 1.651 -0.18 0.36 -0.07
N -0.517 0.586 -0.312 -0.06 -0.17 0.51
C -0.126 1.561 -1.365 0.21 -0.21 0.06
C -1.681 0.924 0.317 -0.09 -0.20 0.17
O -2.253 0.264 1.162 -0.39 0.11 -0.35
H 2.269 -0.552 0.100 -0.19 0.09 -0.17
H 1.730 -2.098 -0.543 -0.28 0.27 0.12
H 1.512 -0.642 -1.514 0.16 -0.04 -0.04
H -0.593 -1.549 -0.292 0.04 0.32 -0.11
H -0.615 -0.315 2.067 0.41 -0.15 0.38
H -0.255 -1.998 1.943 0.21 0.17 -0.37
H 1.099 -0.862 2.114 -0.13 0.09 -0.32
H 0.845 2.036 -1.197 0.02 -0.35 0.10
H -0.158 1.182 -2.396 0.10 -0.33 0.36
H -0.855 2.390 -1.355 0.26 -0.46 0.17
H -2.094 1.904 0.002 0.16 -0.19 -0.01

***

No. 2
10
Properties=species:S:1:pos:R:3:forces:R:3 method="wB97M-V/def2-TZVPD" e_tot_ha=-209.8449 homo_lumo_gap_ev="7.378 / 8.312" total_charge=0 spin_multiplicity=3 relative_energy_kj_mol=445.7 e_lumo_ev="-0.13 / -1.20" homo_ev="-7.511 / -9.513"
C 0.267 1.232 0.445 -0.62 0.43 -1.09
C -1.672 -0.350 0.438 1.31 -1.83 1.50
C -0.683 -2.351 1.575 0.66 -3.25 1.33
C -0.221 2.304 -0.520 -0.14 -0.84 2.54
N -1.200 -1.283 1.053 -1.45 2.27 -1.93
H -0.689 -3.392 1.100 -0.12 2.00 0.03
H -0.390 -2.432 2.644 -0.26 0.78 -0.85
H 0.636 2.736 -0.991 0.44 -0.34 -1.70
H -0.433 3.133 0.140 -0.83 0.59 0.54
H -1.181 2.020 -0.994 1.02 0.19 -0.38

***

No. 3
89
Properties=species:S:1:pos:R:3:forces:R:3 method="wB97M-V/def2-TZVPD" e_tot_ha=-5590.7273 homo_lumo_gap_ev=5.026 total_charge=-2 relative_energy_kj_mol=0.0 e_lumo_ev=3.69 homo_ev=-1.334
Na 0.396 -0.416 0.901 -0.13 -0.37 -0.14
C 4.478 -2.114 -1.539 0.03 0.01 0.02
C 3.267 -1.399 -1.598 -0.06 0.02 -0.03
N 2.854 -0.596 -0.650 -0.03 0.00 0.08
C 3.630 -0.410 0.446 0.06 -0.04 -0.02
C 4.865 -1.094 0.609 -0.02 0.01 -0.03
C 5.262 -1.963 -0.432 -0.01 0.00 -0.02
C 5.648 -0.900 1.767 0.03 0.01 0.04
C 5.189 -0.032 2.729 0.07 -0.06 0.00
C 3.996 0.674 2.590 -0.06 0.02 -0.06
C 3.164 0.527 1.466 0.07 0.11 0.02
N 1.972 1.097 1.281 0.08 0.20 0.17
C 1.555 2.209 1.936 0.14 0.05 0.03
C 2.368 3.301 2.238 -0.02 -0.05 -0.03
C 1.860 4.486 2.784 -0.04 0.04 0.03
C 0.527 4.633 3.063 0.03 0.03 0.00
C -0.348 3.553 2.798 0.00 0.00 0.01
C -1.736 3.633 3.057 -0.02 -0.03 -0.01
C -2.541 2.564 2.804 0.03 0.03 0.02
C -1.948 1.393 2.293 -0.03 -0.04 -0.04
N -0.674 1.281 2.035 -0.01 0.24 0.06
C 0.146 2.342 2.258 -0.03 0.06 0.03
H 4.762 -2.770 -2.352 0.00 0.00 0.00
H 2.614 -1.506 -2.460 -0.01 -0.01 0.01
H 6.197 -2.505 -0.332 0.00 0.00 0.00
H 6.578 -1.444 1.885 0.00 0.00 0.00
H 5.766 0.109 3.638 0.00 0.00 0.00
H 3.669 1.324 3.390 0.00 0.01 0.01
H 3.422 3.235 2.000 0.01 0.01 0.00
H 2.543 5.307 2.975 0.00 0.00 0.00
H 0.129 5.552 3.476 0.00 0.00 0.00
H -2.141 4.559 3.452 0.00 0.00 0.00
H -3.609 2.599 2.973 -0.01 0.00 0.00
H -2.565 0.526 2.079 -0.01 0.00 -0.01
C -2.049 -2.494 0.261 -0.04 0.08 0.00
N -0.808 -2.118 -0.398 0.01 -0.14 -0.02
C 0.271 -3.084 -0.159 -0.07 -0.21 -0.07
C 0.431 -3.556 1.279 -0.01 -0.06 0.02
N 0.620 -2.449 2.185 -0.04 -0.03 -0.18
C 0.813 -2.716 3.467 0.06 0.01 0.07
C 1.043 -1.620 4.362 -0.01 -0.02 0.00
F 1.047 -0.380 3.845 0.00 -0.01 0.00
C 1.261 -1.745 5.708 0.01 -0.04 0.04
F 1.470 -0.649 6.464 -0.01 0.00 0.00
C 1.272 -2.994 6.321 -0.01 0.00 -0.02
F 1.472 -3.120 7.658 0.01 0.00 0.00
C 1.058 -4.092 5.517 0.01 0.05 0.03
F 1.056 -5.325 6.072 0.01 0.00 0.01
C 0.842 -3.966 4.157 -0.01 0.03 -0.03
F 0.653 -5.146 3.492 -0.01 0.03 -0.01
C -0.999 -1.903 -1.840 -0.04 0.08 0.01
C -0.811 -0.454 -2.273 -0.01 0.00 -0.05
N -1.927 0.392 -1.873 0.05 -0.08 0.16
C -3.204 0.092 -2.235 -0.18 -0.04 -0.09
C -4.305 0.472 -1.427 0.12 -0.05 -0.02
F -4.106 1.033 -0.232 0.01 0.01 0.01
C -5.614 0.215 -1.773 -0.04 -0.04 -0.08
F -6.609 0.591 -0.951 -0.01 0.00 0.01
C -5.926 -0.483 -2.928 0.09 0.02 0.00
F -7.208 -0.749 -3.253 0.00 0.00 0.00
C -4.885 -0.909 -3.726 -0.09 0.02 0.04
F -5.152 -1.569 -4.869 -0.01 0.00 0.00
C -3.576 -0.618 -3.396 0.08 0.05 0.06
F -2.643 -1.014 -4.288 -0.02 -0.03 0.03
H -2.414 -3.487 -0.055 0.01 0.00 -0.01
H -2.814 -1.754 0.018 0.00 0.00 0.01
H -1.906 -2.499 1.341 0.00 0.00 0.01
H 1.204 -2.626 -0.496 0.00 0.00 0.00
H 0.112 -3.987 -0.781 0.00 0.01 0.02
H 1.291 -4.244 1.264 -0.01 -0.01 0.00
H -0.437 -4.182 1.538 0.01 0.01 -0.01
H -2.006 -2.232 -2.117 -0.01 -0.08 -0.05
H -0.313 -2.542 -2.407 0.09 0.07 0.02
H -0.620 -0.409 -3.352 0.01 0.00 0.03
H 0.066 -0.034 -1.776 0.00 -0.03 -0.03
C 0.133 2.293 -4.611 0.01 -0.06 0.04
As -1.812 2.295 -4.860 0.06 0.06 -0.07
C -2.051 4.241 -4.733 -0.03 -0.01 0.12
C -1.720 2.281 -6.848 -0.04 -0.05 -0.01
S -1.532 2.054 -1.419 -0.04 0.18 -0.03
H 0.611 3.001 -5.293 0.00 0.02 0.00
H 0.524 1.292 -4.798 0.00 0.00 -0.03
H 0.336 2.547 -3.572 -0.02 0.00 -0.02
H -1.299 4.766 -5.325 0.01 -0.01 -0.01
H -1.962 4.524 -3.685 0.00 -0.02 0.00
H -3.047 4.512 -5.088 0.00 0.00 -0.01
H -1.064 3.067 -7.229 0.02 0.02 0.00
H -2.720 2.416 -7.265 0.00 0.01 -0.01
H -1.343 1.312 -7.178 0.00 0.00 -0.02

***

No. 4
76
Properties=species:S:1:pos:R:3:forces:R:3 method="wB97M-V/def2-TZVPD" e_tot_ha=-2216.7299 homo_lumo_gap_ev=2.971 total_charge=0 relative_energy_kj_mol=59.1 e_lumo_ev=-2.59 homo_ev=-5.563
C -6.244 2.568 -1.478 0.16 -0.18 0.06
C -7.042 1.507 -1.041 0.22 -0.10 -0.12
C -6.533 0.204 -1.008 0.26 0.17 -0.02
C -5.210 -0.028 -1.401 0.18 0.31 0.23
S -4.498 -1.688 -1.380 0.01 -0.12 0.60
C -3.438 -1.768 0.014 -0.58 -0.03 -0.51
C -3.161 -3.053 0.553 -0.20 0.12 0.01
C -2.782 -3.151 1.940 -0.11 -0.48 -0.38
C -2.375 -4.345 2.496 -0.15 -0.20 -0.46
C -2.384 -5.520 1.701 0.32 0.56 -0.38
N -1.762 -6.702 2.200 0.66 -1.26 0.42
O -1.695 -7.711 1.456 -0.16 1.39 1.09
O -1.271 -6.694 3.356 -0.74 -0.01 -1.55
C -2.850 -5.485 0.358 0.04 0.28 0.69
C -3.260 -4.287 -0.194 -0.03 -0.20 0.45
O -5.650 -2.552 -1.161 0.24 0.01 -0.60
O -3.762 -1.787 -2.636 -0.34 -0.10 0.33
C -4.414 1.024 -1.855 -0.27 0.30 0.15
C -4.926 2.325 -1.885 -0.07 -0.28 0.04
H -6.646 3.581 -1.495 0.12 -0.27 -0.01
H -8.070 1.690 -0.721 0.31 -0.04 -0.13
H -7.158 -0.626 -0.683 0.28 0.12 -0.07
H -3.555 -0.910 0.670 -0.01 -0.14 -0.03
H -2.909 -2.261 2.554 0.30 -0.13 -0.06
H -2.053 -4.411 3.535 -0.13 -0.01 -0.32
H -2.888 -6.422 -0.204 0.00 0.43 0.20
H -3.739 -4.319 -1.174 0.40 0.25 0.21
H -3.398 0.814 -2.190 -0.29 -0.11 0.08
H -4.288 3.140 -2.231 -0.25 -0.10 0.08
C -0.800 3.346 -4.868 -0.46 0.03 -0.35
N -0.123 2.790 -3.710 -1.33 -1.00 1.17
C -0.722 2.152 -2.669 0.95 0.71 -0.72
C 0.266 1.793 -1.707 0.21 -0.43 0.08
C 0.012 1.113 -0.512 0.16 0.69 -0.27
C 1.051 0.728 0.405 0.21 -0.51 0.38
C 2.211 0.058 -0.048 0.26 0.30 0.09
C 3.280 -0.230 0.787 -0.74 0.45 -0.05
C 3.225 0.138 2.163 -0.34 -0.05 -0.28
N 4.266 -0.151 2.997 -0.08 0.17 -0.08
C 5.334 -1.037 2.577 0.06 -0.29 -0.17
C 5.712 -0.800 1.123 0.05 0.07 0.09
C 4.483 -0.911 0.227 0.29 -0.63 -0.34
C 4.120 -0.024 4.433 -0.22 -0.04 0.31
C 3.324 1.220 4.799 0.09 0.03 -0.10
C 1.979 1.224 4.080 -0.43 -0.06 0.58
C 2.056 0.791 2.649 -0.17 0.03 -0.75
C 0.983 1.018 1.794 0.14 -0.13 -0.27
C 1.549 2.297 -2.242 -0.19 0.42 -0.67
C 2.852 2.447 -1.771 0.57 0.20 -0.15
C 3.830 3.011 -2.616 -0.56 -0.08 0.20
C 3.498 3.491 -3.897 -0.34 -0.20 0.05
C 2.176 3.444 -4.357 0.67 -0.12 0.25
C 1.254 2.855 -3.512 0.09 -0.07 0.68
H -0.052 3.782 -5.527 -0.24 -0.07 0.06
H -1.340 2.562 -5.412 0.16 0.14 0.14
H -1.514 4.131 -4.584 0.27 -0.24 0.07
H -1.803 2.014 -2.623 0.44 -0.01 -0.10
H -1.037 0.948 -0.253 0.16 0.11 0.15
H 2.272 -0.239 -1.102 0.01 0.12 0.42
H 6.186 -0.849 3.240 -0.10 -0.08 -0.18
H 5.032 -2.092 2.721 0.07 0.25 -0.03
H 6.170 0.191 1.019 -0.08 -0.13 0.06
H 6.455 -1.544 0.827 -0.01 0.13 -0.01
H 4.231 -1.973 0.082 0.15 0.18 -0.02
H 4.712 -0.504 -0.767 -0.09 -0.12 0.16
H 3.626 -0.922 4.852 0.13 0.20 -0.13
H 5.130 0.019 4.857 -0.21 0.02 -0.01
H 3.168 1.234 5.880 0.04 0.08 -0.10
H 3.898 2.115 4.531 -0.03 -0.15 0.01
H 1.291 0.540 4.598 0.11 0.16 0.00
H 1.531 2.223 4.142 0.03 -0.20 -0.01
H 0.080 1.498 2.178 0.27 -0.09 0.01
H 3.102 2.157 -0.748 0.07 0.02 -0.49
H 4.863 3.081 -2.262 -0.44 0.04 -0.14
H 4.269 3.911 -4.538 -0.12 -0.07 0.16
H 1.873 3.819 -5.333 0.35 0.00 0.29

***

No. 5
14
Properties=species:S:1:pos:R:3:forces:R:3 method="wB97M-V/def2-TZVPD" e_tot_ha=-1065.6200 homo_lumo_gap_ev=8.554 total_charge=0 relative_energy_kj_mol=285.6 e_lumo_ev=-0.13 homo_ev=-8.688
C -1.769 -0.032 -0.027 1.78 -0.09 -1.78
C -0.641 -1.021 -0.616 0.59 2.62 0.73
C 0.475 -0.111 -0.234 3.10 1.27 3.98
C 0.248 1.405 -0.327 2.50 -1.23 -0.35
C 1.284 -0.443 1.044 -2.92 -4.50 -5.35
H -0.542 -2.016 -0.087 -0.58 1.17 -1.10
H -0.573 -0.940 -1.724 -0.99 -0.93 0.53
H 0.509 1.629 -1.329 0.02 0.83 -1.15
H 0.963 1.894 0.334 0.00 -0.02 -0.17
H 1.063 -1.460 1.495 0.83 1.13 -0.83
H 1.725 0.227 1.594 1.91 3.74 3.10
O 1.849 -0.355 -0.372 -0.59 -1.70 1.14
S -3.235 -0.487 0.131 -3.40 -1.22 0.80
S -1.354 1.708 0.117 -2.26 -1.05 0.46